Entry 1:
The molecule C4H5NO. Source: the OMol25 dataset; level of theory: ωB97M-V with the def2-TZVPD basis set.

ORCA input file:
```
! wB97M-V def2-TZVPD RIJCOSX def2/J DEFGRID3
* xyz 0 1
O 2.1622 0.5284 -0.1040
C 0.8131 0.3517 0.1451
C 0.2047 -0.9940 0.2661
C -1.1204 -0.8163 0.0749
C -1.3096 0.5799 -0.2740
N -0.2061 1.2445 -0.4069
H 2.3472 0.4816 -1.0485
H 0.5484 0.9881 1.0260
H 0.7405 -1.9073 0.5066
H -1.9159 -1.5449 0.1730
H -2.2641 1.0884 -0.3582
*
```

Values from the calculation:
**Highest occupied orbital energy**: -9.7 eV
**Structure (SMILES)**: O[C@@H]1C=CC=N1



Entry 2:
The molecule C4H5NO. Source: the OMol25 dataset; level of theory: ωB97M-V with the def2-TZVPD basis set.

ORCA input file:
```
! wB97M-V def2-TZVPD RIJCOSX def2/J DEFGRID3
* xyz 0 1
N -0.6236 -0.0659 -2.6689
C -0.4069 -0.3781 -1.5779
C -0.1064 -0.9858 -0.2751
C -0.1267 0.0043 0.9230
C 0.5238 1.3040 0.5003
O 0.1227 1.9211 -0.4546
H -0.8526 -1.7727 -0.1306
H 0.8675 -1.4777 -0.3832
H -1.1712 0.2026 1.1862
H 0.3624 -0.4019 1.8179
H 1.4110 1.6503 1.0630
*
```

Values from the calculation:
**Highest occupied orbital energy**: -10.2 eV
**Structure (SMILES)**: N#CCCC=O



Entry 3:
The molecule C4H5NO. Source: the OMol25 dataset; level of theory: ωB97M-V with the def2-TZVPD basis set.

ORCA input file:
```
! wB97M-V def2-TZVPD RIJCOSX def2/J DEFGRID3
* xyz 0 1
N 1.9152 -0.0303 -0.0720
C 0.5555 0.1426 0.2721
C 0.1026 0.9603 1.2579
O -1.4732 0.8040 0.9782
C -1.7145 0.0626 0.0054
C -0.4916 -0.3870 -0.6682
H 2.4880 0.6030 0.4749
H 2.2370 -0.9793 0.0971
H -0.4032 0.2037 -1.5932
H -2.7521 -0.1653 -0.2395
H -0.4900 -1.4400 -0.9710
*
```

Values from the calculation:
**Highest occupied orbital energy (alpha / beta)**: -8.2 / -8.2 eV



Entry 4:
The molecule C4H5NO. Source: the OMol25 dataset; level of theory: ωB97M-V with the def2-TZVPD basis set.

ORCA input file:
```
! wB97M-V def2-TZVPD RIJCOSX def2/J DEFGRID3
* xyz 0 1
N 1.9053 0.1805 0.0219
C 0.5287 -0.0935 -0.0330
C -0.2382 0.9605 0.2474
C -1.6022 0.4034 0.1240
C -1.4355 -0.9123 -0.2122
O -0.1149 -1.2496 -0.3180
H 2.4285 -0.1907 0.7933
H 2.4057 0.2621 -0.8444
H 0.8324 1.5266 0.3807
H -2.5880 0.8460 0.2496
H -2.1218 -1.7330 -0.4093
*
```

Values from the calculation:
**Highest occupied orbital energy**: -8.7 eV
**Structure (SMILES)**: Nc1ccco1